(1)
Below is C30H48GaN3O4SSeSi as an isolated structure, with properties calculated with the ωB97M-V functional and the def2-TZVPD basis.

Each line ends with the Löwdin charge.
CARTESIAN COORDINATES (ANGSTROEM)
1 Ga 1.16128 -1.82892 0.21110  0.21
2 Se 3.26944 -4.59839 -1.36128  1.05
3 N 2.09761 -5.94308 -1.63169  -0.26
4 C 0.90038 -5.52665 -1.19285  -0.40
5 C -0.31945 -6.21927 -1.18374  -0.01
6 C -1.44593 -5.57698 -0.67636  -0.08
7 C -1.37392 -4.27367 -0.19721  -0.11
8 N -0.22698 -3.58338 -0.19914  0.05
9 C 0.85969 -4.20312 -0.65927  -0.49
10 N 2.00274 -3.50787 -0.61433  -0.30
11 H -0.36999 -7.23136 -1.56190  0.11
12 H -2.39856 -6.08772 -0.65353  0.10
13 H -2.24807 -3.76623 0.19187  0.11
14 C 5.13282 -1.73118 -0.37707  -0.01
15 C 4.34890 -0.63862 0.29118  -0.43
16 C 5.06784 0.52709 0.90036  0.01
17 O 3.13752 -0.70419 0.36064  -0.02
18 H 6.19851 -1.52084 -0.42209  0.08
19 H 4.74098 -1.86893 -1.38670  0.08
20 H 4.96940 -2.66154 0.17105  0.07
21 H 5.94491 0.81292 0.32201  0.09
22 H 5.41324 0.22005 1.89262  0.10
23 H 4.38297 1.36384 1.01562  0.09
24 C 1.31049 -1.63131 4.54021  -0.06
25 C 0.71734 -1.11286 3.22136  -0.56
26 C 1.30034 0.28095 2.93727  -0.05
27 C 1.09944 -2.06382 2.12356  -0.02
28 C -0.81443 -0.98347 3.32190  -0.17
29 C -1.64366 -1.14968 2.21219  -0.04
30 C -3.01593 -0.96943 2.30093  -0.08
31 C -3.59707 -0.61037 3.50656  -0.09
32 C -2.78874 -0.44137 4.62054  -0.08
33 C -1.41695 -0.62952 4.52787  -0.04
34 H 2.37044 -1.84706 4.39691  0.08
35 H 0.81473 -2.54848 4.86300  0.09
36 H 1.23200 -0.89566 5.34248  0.07
37 H 2.39191 0.23770 2.94051  0.08
38 H 0.97924 0.99088 3.70473  0.09
39 H 0.97909 0.65745 1.96432  0.06
40 H 1.18877 -3.10741 2.42355  0.07
41 H -1.22842 -1.42612 1.25338  0.08
42 H -3.62768 -1.09652 1.41624  0.09
43 H -4.66746 -0.46616 3.57853  0.10
44 H -3.22566 -0.16381 5.57177  0.10
45 H -0.81343 -0.49258 5.41603  0.10
46 C -1.64798 2.29334 1.92411  -0.01
47 C -0.70175 2.85185 0.87358  -0.61
48 C -1.47813 3.77151 -0.06208  -0.02
49 C 0.45317 3.60961 1.51215  -0.02
50 O -0.09295 1.73280 0.17136  -0.15
51 Si -0.46358 1.06307 -1.26932  -0.08
52 S 0.66556 -0.68852 -1.62249  0.60
53 O -2.06337 0.77222 -1.26013  -0.14
54 C -3.02513 0.45199 -2.27611  -0.64
55 C -2.41778 -0.49232 -3.30551  -0.04
56 C -4.18131 -0.22189 -1.55265  -0.03
57 C -3.47932 1.74826 -2.93671  -0.02
58 O -0.14792 2.01451 -2.56120  -0.16
59 C 1.05024 2.58185 -3.12340  -0.64
60 C 0.80356 4.07078 -3.32758  -0.03
61 C 2.26326 2.37151 -2.21955  -0.05
62 C 1.26159 1.88795 -4.46248  -0.03
63 H -2.14194 3.11001 2.45619  0.10
64 H -1.12041 1.67612 2.65081  0.07
65 H -2.41052 1.68160 1.44470  0.08
66 H -1.80688 4.64995 0.49723  0.10
67 H -2.35665 3.27010 -0.46309  0.08
68 H -0.86289 4.10670 -0.89351  0.07
69 H 0.08115 4.43694 2.11897  0.09
70 H 1.11091 4.01607 0.74124  0.08
71 H 1.03548 2.94404 2.15045  0.07
72 H -2.03294 -1.39285 -2.82698  0.07
73 H -1.59550 -0.01239 -3.84045  0.08
74 H -3.17840 -0.77766 -4.03544  0.09
75 H -3.84334 -1.15271 -1.09386  0.08
76 H -4.99058 -0.45101 -2.24784  0.09
77 H -4.56700 0.43297 -0.76949  0.09
78 H -2.62881 2.25680 -3.39061  0.08
79 H -3.92801 2.41409 -2.19757  0.08
80 H -4.22127 1.54206 -3.71054  0.09
81 H 0.72363 4.58749 -2.37160  0.07
82 H -0.11854 4.22738 -3.88859  0.09
83 H 1.63048 4.51741 -3.88264  0.09
84 H 2.07761 2.77985 -1.22536  0.08
85 H 3.12676 2.88542 -2.64745  0.09
86 H 2.49709 1.31220 -2.11666  0.04
87 H 0.39838 2.05051 -5.10960  0.09
88 H 1.38274 0.81450 -4.30912  0.08
89 H 2.15153 2.27263 -4.96431  0.09

## Properties
- Highest occupied orbital energy (alpha / beta): -7.874 / -6.233 eV
- Kohn-Sham gap (alpha / beta): 7.440 / 6.289 eV
- Lowest unoccupied orbital energy (alpha / beta): -0.43 / 0.06 eV
- ΔE to the lowest compared entry with this formula, charge and spin: 0.025 eV
- E: -180989.4283 eV



(2)
Below is C30H48InP2S as an isolated structure at a distorted geometry, with properties calculated with the ωB97M-V functional and the def2-TZVPD basis.

Each line ends with the Löwdin charge.
CARTESIAN COORDINATES (ANGSTROEM)
1 In -0.29575 -1.81298 -4.94492  0.92
2 C -0.41338 -2.52098 0.93579  -0.20
3 C 0.93303 -2.50032 0.48240  -0.17
4 C 0.61649 -0.68255 1.84820  -0.18
5 C -0.60658 -1.40472 1.78821  -0.19
6 C 1.56379 -1.35105 1.02663  -0.22
7 C -1.43394 -3.51222 0.54938  -0.04
8 H -0.99804 -4.51343 0.46213  0.08
9 H -1.89243 -3.27242 -0.42018  0.08
10 H -2.23530 -3.55149 1.29353  0.07
11 C -1.85794 -1.03932 2.48033  -0.05
12 H -2.51406 -1.91089 2.58153  0.08
13 H -2.40518 -0.25946 1.92900  0.03
14 H -1.64802 -0.64824 3.48556  0.08
15 C 0.84587 0.56212 2.61483  -0.03
16 H 0.32947 0.53156 3.58643  0.08
17 H 0.46441 1.44573 2.07528  0.07
18 H 1.91692 0.71709 2.79983  0.08
19 C 2.96602 -0.95348 0.79875  -0.07
20 H 3.65961 -1.52924 1.42867  0.09
21 H 3.11906 0.10640 1.02803  0.06
22 H 3.25858 -1.12515 -0.24341  0.07
23 C 1.55092 -3.49016 -0.41389  -0.01
24 H 1.22202 -4.50575 -0.15785  0.09
25 H 2.64265 -3.45932 -0.32955  0.08
26 H 1.28392 -3.31990 -1.46646  0.06
27 C -0.98865 0.24646 -5.04107  -0.30
28 C -1.86811 -0.56678 -5.80784  -0.26
29 C -1.75147 -0.64780 -7.32031  -0.21
30 C -0.31418 -0.91142 -7.86549  -0.18
31 C 0.58175 -1.68973 -6.89712  -0.26
32 C 1.42851 -1.02762 -5.95468  -0.26
33 C 1.45064 0.50027 -5.82560  -0.20
34 C 0.04448 1.13111 -5.72819  -0.20
35 H -2.18233 0.23822 -7.80970  0.11
36 H 0.16667 0.01810 -8.19234  0.11
37 H -2.38700 -1.48072 -7.65806  0.11
38 H -0.30516 1.37349 -6.73901  0.10
39 H -1.33361 0.66298 -4.07986  -0.01
40 H -2.89518 -0.70348 -5.43893  0.11
41 H 0.09495 2.10065 -5.20162  0.08
42 H 2.00662 0.76696 -4.90533  0.09
43 H 2.38802 -1.51358 -5.71684  0.11
44 H 1.99492 0.95989 -6.66811  0.12
45 H -0.44640 -1.53931 -8.76222  0.12
46 H 0.89128 -2.67158 -7.27537  0.11
47 P -1.67354 2.39525 -2.59396  0.88
48 P 0.55397 2.90835 -1.52801  0.83
49 C -1.05450 3.90862 -3.43201  -0.45
50 C 0.37109 4.17184 -2.88110  -0.37
51 H -1.71623 4.76182 -3.23395  0.08
52 H -1.04966 3.74450 -4.51957  0.08
53 H 1.15508 4.02342 -3.63614  0.08
54 H 0.47604 5.17648 -2.44315  0.08
55 C 1.39188 3.83068 -0.20567  -0.23
56 H 2.26711 3.25354 0.12460  0.05
57 H 0.70582 3.97772 0.63752  0.02
58 H 1.71481 4.80718 -0.59468  0.06
59 C 1.85374 1.82582 -2.22148  -0.22
60 H 2.36628 2.32737 -3.05528  0.05
61 H 1.41627 0.87819 -2.56581  0.05
62 H 2.57989 1.61239 -1.42342  0.04
63 C -3.45426 2.80796 -2.81929  -0.34
64 H -3.98239 1.84515 -2.90515  0.04
65 H -3.57834 3.36882 -3.75954  0.05
66 H -3.82796 3.36948 -1.95225  0.02
67 C -0.63920 -2.94099 -3.17798  -0.23
68 H -0.43734 -2.27224 -2.32920  -0.02
69 H 0.00614 -3.81941 -3.14270  -0.02
70 H -1.68698 -3.25178 -3.14459  -0.01
71 S -2.52361 1.97185 0.19970  0.80
72 C -2.15914 3.11942 1.39305  -0.68
73 C -2.08839 2.78526 2.77418  -0.09
74 C -1.55725 3.68867 3.68745  -0.05
75 C -1.15805 4.96714 3.27067  -0.04
76 C -1.32900 5.34569 1.93291  -0.08
77 C -1.85802 4.45348 1.01289  -0.13
78 H -2.43874 1.80607 3.10017  0.10
79 H -1.45104 3.40525 4.73644  0.12
80 H -0.73081 5.67378 3.98492  0.12
81 H -1.04880 6.34920 1.60737  0.12
82 H -2.02147 4.73379 -0.02966  0.10

## Properties
- Highest occupied orbital energy (alpha / beta): -8.493 / -8.490 eV
- Net charge: +1
- Kohn-Sham gap (alpha / beta): 4.103 / 3.078 eV
- Lowest unoccupied orbital energy (alpha / beta): -4.39 / -5.41 eV
- ΔE to the lowest compared entry with this formula, charge and spin: 2.027 eV
- E: -66461.3076 eV



(3)
Below is C30H48IrP2Se as an isolated structure at a distorted geometry, with properties calculated with the ωB97M-V functional and the def2-TZVPD basis.

Each line ends with the Löwdin spin population.
CARTESIAN COORDINATES (ANGSTROEM)
1 Ir 0.21490 0.14015 -0.37515  1.68
2 C 1.49935 -0.09239 1.50222  0.15
3 C 0.22675 0.10129 2.15819  0.19
4 C 0.06472 -1.82200 0.85843  0.09
5 C 1.42569 -1.32323 0.73848  0.12
6 C -0.64452 -0.95703 1.76460  0.28
7 C 2.73867 0.71674 1.67935  0.02
8 H 2.51753 1.65437 2.19450  0.00
9 H 3.21180 0.93769 0.71312  0.01
10 H 3.47944 0.17163 2.28157  0.01
11 C 2.59610 -2.08244 0.21527  0.02
12 H 3.47069 -1.42985 0.11943  0.00
13 H 2.39323 -2.51461 -0.76915  0.01
14 H 2.84617 -2.90488 0.90483  0.00
15 C -0.40866 -3.14721 0.36664  0.01
16 H 0.03577 -3.96061 0.96462  0.00
17 H -0.12513 -3.31027 -0.67921  0.00
18 H -1.50107 -3.22754 0.42483  0.00
19 C -2.04206 -1.16628 2.21895  0.04
20 H -2.07688 -1.92821 3.01094  0.02
21 H -2.70417 -1.52193 1.41569  0.01
22 H -2.46822 -0.25113 2.64523  0.00
23 C -0.12839 1.22485 3.05963  0.02
24 H -0.10895 0.91977 4.11424  0.01
25 H -1.14661 1.59295 2.86685  0.00
26 H 0.57578 2.05649 2.96537  0.00
27 C 0.26140 6.35291 -2.55178  0.00
28 C 0.60396 6.72349 -1.31178  0.00
29 C -0.11444 7.77111 -0.50294  0.00
30 C -1.66741 7.73963 -0.57083  0.00
31 C -2.26853 6.36461 -0.61594  0.00
32 C -2.55014 5.67174 -1.72762  0.00
33 C -2.22801 6.08515 -3.13583  0.00
34 C -0.91129 6.89423 -3.32418  0.00
35 H 0.21790 8.77706 -0.82473  0.00
36 H -2.02043 8.36513 -1.40359  0.00
37 H 0.18112 7.67865 0.55829  0.00
38 H -1.09410 7.95639 -3.10796  0.00
39 H 0.87964 5.63850 -3.11342  0.00
40 H 1.53939 6.36678 -0.86367  0.00
41 H -0.65264 6.82266 -4.39452  0.00
42 H -2.17025 5.18018 -3.77016  0.00
43 H -3.14742 4.75460 -1.65545  0.00
44 H -3.06670 6.68380 -3.53702  0.00
45 H -2.02468 8.20769 0.36192  0.00
46 H -2.51404 5.95526 0.37283  0.00
47 P 0.55492 2.30842 -0.96626  0.13
48 P -1.89817 0.65047 -1.08527  0.13
49 C -0.78905 2.96022 -2.05041  0.00
50 C -1.85594 1.93978 -2.38069  0.02
51 H -0.30390 3.35372 -2.95736  0.00
52 H -1.20420 3.82421 -1.51410  0.00
53 H -2.85577 2.39865 -2.41671  0.00
54 H -1.67719 1.47839 -3.35826  0.00
55 C -2.72119 -0.84295 -1.63535  0.02
56 H -2.92527 -1.51980 -0.79393  0.00
57 H -2.11413 -1.38856 -2.37089  0.00
58 H -3.67243 -0.57528 -2.11503  0.01
59 C -2.85644 1.45289 0.23998  0.03
60 H -3.62655 2.09320 -0.21168  0.01
61 H -2.22121 2.07048 0.88653  0.00
62 H -3.35169 0.69410 0.85329  0.00
63 C 2.07969 2.50430 -1.93478  0.05
64 H 2.93650 2.13500 -1.36520  0.00
65 H 2.21532 3.56551 -2.16798  0.01
66 H 2.01122 1.94258 -2.87278  0.00
67 C 0.66992 3.41982 0.45481  0.02
68 H -0.12241 3.22094 1.19131  0.00
69 H 0.58368 4.47142 0.13490  0.00
70 H 1.64441 3.28015 0.94399  0.00
71 Se 0.83923 -0.54276 -2.59259  0.70
72 C 0.20373 -2.30068 -3.25700  0.09
73 C -0.75194 -2.35330 -4.29059  0.03
74 C -0.92662 -3.53861 -5.01875  0.00
75 C -0.20838 -4.70291 -4.66123  0.01
76 C 0.63032 -4.69598 -3.54188  0.00
77 C 0.84231 -3.49226 -2.86060  0.03
78 H -1.29738 -1.44569 -4.55934  0.00
79 H -1.61590 -3.53409 -5.87387  0.00
80 H -0.30025 -5.60600 -5.26849  0.00
81 H 1.13934 -5.60157 -3.19554  0.00
82 H 1.53417 -3.43529 -2.01848  0.00

## Properties
- Highest occupied orbital energy (alpha / beta): -7.423 / -10.791 eV
- <S²>: 6.0211
- Spin multiplicity: 5
- Net charge: +1
- Kohn-Sham gap (alpha / beta): 5.696 / 5.686 eV
- Lowest unoccupied orbital energy (alpha / beta): -1.73 / -5.10 eV
- ΔE to the lowest compared entry with this formula, charge and spin: 0.000 eV
- E: -118642.9146 eV